Record 1
Here is 5 unconnected molecules or ions with the total composition C32H70B3F3O12 in a non-equilibrium geometry from the Open Molecules 2025 dataset. Energies are from ωB97M-V/def2-TZVPD.

Geometry as ORCA input:
```
! wB97M-V def2-TZVPD RIJCOSX def2/J DEFGRID3
* xyz 0 1
C -5.4283 -0.1371 4.0690
C -5.3450 0.2418 2.7467
B -4.5798 -0.6337 1.7331
O -3.9424 -0.0837 0.6185
B -2.5790 -0.3404 0.6261
C -1.5153 0.7116 0.1855
C -0.9203 1.4250 1.4166
C 0.3002 2.2787 1.0137
C 0.5802 3.5717 1.8108
C 1.4540 3.4277 3.0561
C 0.8186 2.6262 4.2013
C 1.7177 1.5770 4.8577
C 0.9900 0.4016 5.4944
C 0.2715 0.6873 6.8133
C -0.8606 1.7222 6.7987
C -2.0077 1.4252 5.8297
O -2.1802 -1.5966 1.1017
B -3.1017 -2.4538 1.6891
C -2.7015 -3.9538 1.9938
C -1.8425 -4.0216 3.2479
O -2.2299 -2.9769 4.1257
C -0.3431 -3.9352 2.9711
F 0.0485 -4.8037 1.9661
F 0.3974 -4.2829 4.0916
F 0.0547 -2.6675 2.6219
O -4.3700 -1.9858 1.9701
H -4.9942 -1.0745 4.4124
H -5.9108 0.4765 4.8212
H -5.7779 1.1881 2.4398
H -1.9806 1.4590 -0.4615
H -0.7106 0.2229 -0.3710
H -1.6626 2.0727 1.8882
H -0.5985 0.6820 2.1486
H 1.1883 1.6439 1.0637
H 0.1609 2.5754 -0.0273
H -0.3560 4.0783 2.0624
H 1.1065 4.2448 1.1283
H 2.4116 2.9978 2.7512
H 1.6710 4.4327 3.4301
H 0.5016 3.3479 4.9577
H -0.0780 2.1197 3.8496
H 2.3901 2.0349 5.5919
H 2.3675 1.1719 4.0743
H 1.7409 -0.3641 5.7146
H 0.3201 -0.0512 4.7625
H 1.0285 1.0171 7.5312
H -0.1336 -0.2563 7.1977
H -0.4526 2.7141 6.6054
H -1.2836 1.7614 7.8062
H -2.5623 2.3352 5.5862
H -1.6625 1.0089 4.8832
H -2.7253 0.7342 6.2721
H -3.6035 -4.5457 2.1442
H -2.1759 -4.3764 1.1388
H -1.9802 -4.9772 3.7570
H -1.4700 -2.5469 4.5136
C 1.5847 3.1808 -3.5256
O 0.7970 2.5437 -2.5393
C -0.3080 1.8268 -3.0618
C -0.0503 0.3439 -3.1270
O 0.9787 0.0154 -4.0392
C 2.2273 -0.2298 -3.4124
H 2.5044 3.5062 -3.0432
H 1.8309 2.5001 -4.3441
H 1.0703 4.0589 -3.9337
H -0.5821 2.2085 -4.0504
H -1.1513 1.9981 -2.3854
H -0.9655 -0.1559 -3.4604
H 0.1943 -0.0304 -2.1279
H 2.2200 -1.1895 -2.8850
H 2.4844 0.5612 -2.7041
H 2.9856 -0.2678 -4.1921
C -0.6381 -2.9317 -3.7703
O 0.1496 -3.2449 -2.6363
C -0.5429 -4.0120 -1.6699
C -0.1911 -5.4782 -1.7534
O -0.6147 -6.0619 -2.9730
C 0.4172 -6.2036 -3.9290
H 0.0300 -2.5370 -4.5332
H -1.1466 -3.8161 -4.1625
H -1.3856 -2.1681 -3.5314
H -1.6245 -3.8796 -1.7809
H -0.2559 -3.6384 -0.6815
H -0.6970 -6.0090 -0.9407
H 0.8877 -5.6064 -1.6207
H 1.1001 -7.0149 -3.6535
H 0.9890 -5.2794 -4.0431
H -0.0543 -6.4505 -4.8781
C 7.6376 -4.2438 -3.4959
O 6.6409 -4.5136 -4.4626
C 5.3183 -4.3935 -3.9713
C 4.6831 -3.0786 -4.3585
O 5.3367 -1.9728 -3.7599
C 6.2232 -1.2937 -4.6287
H 8.5835 -4.1509 -4.0260
H 7.4356 -3.3143 -2.9582
H 7.7175 -5.0640 -2.7741
H 5.3031 -4.5036 -2.8824
H 4.7301 -5.2092 -4.4026
H 3.6445 -3.0747 -4.0122
H 4.6764 -2.9749 -5.4480
H 5.6726 -0.7008 -5.3681
H 6.8852 -1.9882 -5.1507
H 6.8219 -0.6212 -4.0174
C -2.9547 4.6752 0.1917
O -2.0510 5.6496 -0.3008
C -1.5888 5.3777 -1.6140
C -2.2843 6.1975 -2.6732
O -3.6651 5.8949 -2.7652
C -4.4996 6.8256 -2.1042
H -3.3545 5.0360 1.1385
H -3.7845 4.4956 -0.4966
H -2.4386 3.7249 0.3781
H -1.6983 4.3075 -1.8149
H -0.5175 5.6025 -1.6358
H -1.8330 5.9718 -3.6442
H -2.1385 7.2634 -2.4709
H -4.5583 7.7670 -2.6617
H -4.1471 7.0322 -1.0907
H -5.4941 6.3871 -2.0530
*
```

Values from the calculation:
- lowest unoccupied orbital energy (Eh) = 0.019
- HOMO (eV) = -9.22
- SMILES = C=CB1OB(CCCCCCCCCCC)OB(C[C@H](O)C(F)(F)F)O1.COCCOC.COCCOC.COCCOC.COCCOC

---

Record 2
Here is 12 unconnected molecules or ions with the total composition C32H72Br8N8O8 in a non-equilibrium geometry from the Open Molecules 2025 dataset. Energies are from ωB97M-V/def2-TZVPD.

Geometry as ORCA input:
```
! wB97M-V def2-TZVPD RIJCOSX def2/J DEFGRID3
* xyz 0 1
Br -6.9206 3.4668 2.7413
C -6.8196 2.0153 4.1644
C -7.6049 0.7233 3.7151
Br -7.5671 -0.3490 5.3787
H -7.2737 2.3601 5.0934
H -5.7687 1.8108 4.3687
H -7.0405 0.1645 2.9686
H -8.6501 0.8761 3.4459
Br 5.3055 -4.9720 -5.3346
C 3.4735 -4.2626 -5.4901
C 2.9371 -3.8578 -4.1787
Br 3.9081 -2.4185 -3.3396
H 2.8282 -4.8995 -6.0951
H 3.6431 -3.3293 -6.0269
H 3.0545 -4.6840 -3.4774
H 1.8951 -3.5424 -4.2320
Br -1.7308 -6.3459 -5.2677
C -0.7827 -7.9129 -4.4762
C -1.0434 -8.1201 -2.9547
Br -0.7257 -6.4255 -1.8769
H 0.2889 -7.7699 -4.6158
H -1.0213 -8.8122 -5.0441
H -0.4374 -8.9429 -2.5753
H -2.0403 -8.4932 -2.7201
Br -1.5354 -2.0618 8.6816
C -2.3725 -0.4851 9.5859
C -2.7260 0.4954 8.4794
Br -3.8141 1.9537 9.1751
H -1.5666 -0.0821 10.1992
H -3.1390 -0.8643 10.2618
H -3.3007 0.0709 7.6563
H -1.9219 0.8906 7.8587
C -6.4522 -0.1529 -2.1713
O -5.5303 0.6575 -2.1643
N -6.3384 -1.4157 -2.6724
C -7.4422 -2.3333 -2.4989
C -5.1601 -1.7804 -3.4838
H -7.4757 0.1139 -1.8656
H -8.2245 -1.9257 -3.1392
H -7.7880 -2.4198 -1.4689
H -7.2686 -3.3720 -2.7800
H -4.6625 -2.6543 -3.0633
H -5.5711 -2.1419 -4.4264
H -4.4039 -1.0461 -3.7614
C 0.3239 0.9095 -7.7115
O 0.4409 -0.2841 -7.4591
N 1.1574 1.8191 -7.1163
C 1.2122 3.1557 -7.6713
C 2.2311 1.3957 -6.2899
H -0.4134 1.3347 -8.4099
H 1.9528 3.1597 -8.4711
H 1.5146 3.8791 -6.9141
H 0.2354 3.4703 -8.0388
H 3.1891 1.2220 -6.7798
H 2.3738 2.1708 -5.5369
H 1.9010 0.5480 -5.6894
C -2.8570 5.1698 -5.0531
O -2.9461 5.0244 -6.2823
N -2.2034 6.1703 -4.4842
C -2.1963 6.2351 -3.0226
C -1.3161 7.1464 -5.1383
H -3.2457 4.4952 -4.2747
H -2.8284 7.0749 -2.7338
H -1.1712 6.2815 -2.6550
H -2.7061 5.3761 -2.5865
H -1.4634 8.1482 -4.7348
H -0.2849 6.8909 -4.8946
H -1.3843 7.1423 -6.2262
C -4.2930 -4.1527 4.1158
O -4.5937 -4.6694 5.2000
N -5.1380 -4.2108 3.0442
C -4.8490 -3.5548 1.7937
C -6.3755 -5.0258 3.1490
H -3.3738 -3.5813 3.9140
H -4.9727 -4.1756 0.9064
H -3.8346 -3.1702 1.6888
H -5.4286 -2.6715 1.5252
H -6.7161 -5.3607 4.1288
H -7.1200 -4.2804 2.8692
H -6.5564 -5.8611 2.4725
C 7.7397 -3.2647 2.9914
O 8.9730 -3.4647 3.1132
N 6.9061 -3.7877 2.0654
C 5.5232 -3.3299 1.9364
C 7.3559 -4.5576 0.8998
H 7.3010 -2.4736 3.6190
H 5.5154 -2.7278 1.0278
H 5.2351 -2.6593 2.7459
H 4.7272 -4.0726 1.8835
H 8.3836 -4.9132 0.9733
H 6.7028 -5.4044 0.6887
H 7.3682 -3.9489 -0.0044
C -0.9978 0.9956 1.2441
O -1.1567 0.8972 2.4947
N -0.1224 0.3299 0.5539
C 0.0448 0.4785 -0.8662
C 0.7232 -0.7469 1.1130
H -1.6785 1.5438 0.5746
H -0.6258 1.2486 -1.2475
H -0.0798 -0.4989 -1.3325
H 1.0911 0.6925 -1.0842
H 0.5230 -0.8168 2.1822
H 0.4341 -1.6934 0.6562
H 1.7618 -0.4327 1.0094
C 7.8018 1.9041 2.5236
O 6.5961 1.8205 2.6686
N 8.6199 2.6135 3.2738
C 10.0342 2.3702 3.1872
C 8.2790 3.5200 4.3457
H 8.3770 1.3012 1.8039
H 10.3595 3.3784 2.9307
H 10.4088 1.7207 2.3961
H 10.4438 2.0522 4.1460
H 8.5053 4.5529 4.0810
H 7.2344 3.5725 4.6527
H 8.7911 3.2835 5.2784
C 0.2216 6.1137 2.6023
O -0.4865 6.0764 1.6058
N 1.5219 5.6636 2.6795
C 2.2179 5.5125 3.9723
C 2.0309 4.9123 1.4896
H -0.0859 6.5646 3.5585
H 3.2528 5.4288 3.6407
H 2.0390 4.7049 4.6821
H 2.0432 6.4120 4.5626
H 2.5690 4.0156 1.7968
H 1.3141 4.6626 0.7074
H 2.7850 5.5036 0.9703
*
```

Values from the calculation:
- lowest unoccupied orbital energy (Eh) = -0.005
- HOMO (eV) = -9.25
- SMILES = CN(C)C=O.CN(C)C=O.CN(C)C=O.CN(C)C=O.CN(C)C=O.CN(C)C=O.CN(C)C=O.CN(C)C=O.BrCCBr.BrCCBr.BrCCBr.BrCCBr

---

- HOMO of number 1 (C32H70B3F3O12)?
  -9.22 eV